[1]
Below is 5 unconnected molecules or ions with the total composition C45H47ClF2IN4O13, with properties calculated with the ωB97M-V functional and the def2-TZVPD basis.

The geometry in XYZ format:
```
113
Properties=species:S:1:pos:R:3:lowdin_charge:R:1
C -5.133 -3.244 1.508 0.1211
C -4.797 -2.121 1.252 -0.1534
C -4.273 -0.793 0.912 -0.1764
C -3.031 -0.477 1.800 -0.1583
C -1.860 0.087 0.953 -0.1156
C -0.685 -0.900 0.954 -0.2233
C -0.279 -1.542 2.318 -0.1070
C -0.592 -0.885 3.691 -0.6722
C 0.398 -1.411 4.725 -0.1324
Cl -0.586 0.899 3.778 0.7313
N -1.295 -2.039 0.160 0.2302
C -0.617 -2.611 -0.770 -0.1927
N -1.116 -3.655 -1.521 0.0554
C -2.444 -3.449 -2.189 -0.1868
C -2.391 -3.416 -3.701 -0.2742
C -2.184 -4.796 -4.341 -0.0963
C 0.790 -1.990 -0.737 -0.3207
O 1.423 -2.865 0.215 0.0281
C 1.768 -1.895 -1.952 -0.6016
I 1.251 -2.960 -3.728 1.1189
C 3.225 -2.233 -1.566 -0.2943
C 3.686 -3.683 -1.714 -0.1425
C 0.511 -0.599 -0.068 -0.1720
C 1.804 -0.116 0.572 -0.1441
O 1.478 0.734 1.651 -0.1736
N 2.740 1.306 2.200 0.0551
O 2.693 2.448 2.182 0.1505
N -0.017 0.425 -1.018 0.1289
C 0.380 1.786 -0.846 -0.4584
O -0.193 2.591 -0.213 0.2454
F 1.495 2.079 -1.522 0.1540
C -0.457 0.070 -2.299 -0.4878
O -1.451 -0.519 -2.554 0.2045
F 0.338 0.516 -3.273 0.1135
H -5.339 -4.244 1.812 0.0308
H -4.019 -0.827 -0.150 0.1026
H -5.065 -0.067 1.092 0.1232
H -3.342 0.251 2.542 0.0883
H -2.760 -1.404 2.295 0.0894
H -2.245 0.188 -0.057 0.1081
H -1.550 1.049 1.342 0.0816
H 0.784 -1.760 2.292 0.1040
H -0.761 -2.521 2.367 0.1328
H -1.571 -1.221 4.020 0.0961
H 0.188 -0.927 5.673 0.0508
H 0.279 -2.486 4.852 0.0946
H 1.421 -1.154 4.445 0.0859
H -2.247 -2.368 0.326 0.1644
H -1.085 -4.539 -1.030 0.1508
H -2.950 -2.568 -1.792 0.0998
H -3.068 -4.295 -1.896 0.1232
H -1.676 -2.689 -4.076 0.0397
H -3.376 -3.059 -4.013 0.1172
H -2.531 -5.592 -3.681 0.0730
H -2.798 -4.864 -5.238 0.0760
H -1.156 -4.962 -4.656 0.0428
H 0.934 -3.686 0.334 0.1262
H 1.803 -0.862 -2.274 0.0494
H 3.812 -1.642 -2.272 0.0883
H 3.461 -1.853 -0.577 0.0972
H 4.090 -3.883 -2.702 0.0624
H 4.503 -3.849 -1.009 0.0816
H 2.915 -4.403 -1.446 0.0560
H 2.385 -0.961 0.943 0.1274
H 2.443 0.388 -0.158 0.1381
C 3.911 -2.011 9.630 0.0277
C 2.848 -2.428 8.948 0.0211
C 2.014 -1.480 8.170 -0.3731
O 1.042 -1.859 7.547 0.0773
C 2.409 -0.049 8.176 0.0197
C 3.472 0.370 8.856 0.0271
C 4.310 -0.579 9.637 -0.3819
O 5.278 -0.198 10.254 0.1217
H 4.534 -2.682 10.207 0.1252
H 2.538 -3.465 8.928 0.1222
H 1.784 0.623 7.601 0.1199
H 3.780 1.407 8.878 0.1245
C -2.791 4.970 2.978 0.0317
C -2.949 3.687 3.293 0.0122
C -4.302 3.099 3.446 -0.3758
O -4.450 1.923 3.721 0.0811
C -5.471 3.989 3.243 0.0210
C -5.314 5.272 2.931 0.0290
C -3.961 5.866 2.771 -0.3814
O -3.814 7.031 2.482 0.1231
H -1.816 5.426 2.858 0.1251
H -2.107 3.023 3.451 0.0580
H -6.445 3.532 3.362 0.1232
H -6.150 5.942 2.777 0.1259
C -1.112 3.382 -5.004 0.0211
C -1.106 2.118 -5.415 0.0122
C -1.062 1.775 -6.861 -0.3817
O -1.054 0.619 -7.224 0.1117
C -1.025 2.899 -7.830 0.0255
C -1.031 4.165 -7.420 0.0277
C -1.074 4.509 -5.975 -0.3882
O -1.077 5.658 -5.595 0.1193
H -1.145 3.661 -3.957 0.1194
H -1.140 1.279 -4.738 0.0903
H -0.992 2.625 -8.877 0.1251
H -1.004 5.001 -8.107 0.1262
C 5.673 2.803 -5.144 0.0314
C 5.596 1.532 -4.760 0.0236
C 4.287 0.879 -4.525 -0.3696
O 4.218 -0.283 -4.172 0.0774
C 3.065 1.691 -4.739 0.0201
C 3.138 2.962 -5.123 0.0352
C 4.450 3.622 -5.356 -0.3781
O 4.517 4.777 -5.707 0.1269
H 6.617 3.303 -5.321 0.1266
H 6.473 0.917 -4.601 0.1239
H 2.122 1.189 -4.570 0.0967
H 2.259 3.575 -5.286 0.1177
```

Results
highest occupied orbital energy	-11.8013	eV
Kohn-Sham gap	8.087	eV
charge	+1
LUMO energy	-3.71	eV
F_max	0.028	hartree/bohr



[2]
Below is a molecular structure, C45H47F6N6O7PY, with properties calculated with the ωB97M-V functional and the def2-TZVPD basis.

The geometry in XYZ format:
```
113
Properties=species:S:1:pos:R:3:lowdin_charge:R:1
Y 0.570 0.983 -0.703 1.4335
C -3.093 4.880 -1.860 -0.0810
C -3.571 4.450 -3.088 -0.1009
C -3.049 3.298 -3.642 -0.0388
C -2.051 2.586 -2.960 -0.2273
N -1.635 2.983 -1.756 0.1234
C -2.129 4.102 -1.236 -0.1164
C -1.484 1.322 -3.511 -0.2289
C -1.581 1.123 -4.895 -0.0815
C -1.225 -0.087 -5.463 -0.1241
C -0.789 -1.105 -4.624 -0.1174
C -0.637 -0.859 -3.265 -0.1829
C -0.930 0.365 -2.633 -0.1760
H -3.460 5.782 -1.386 0.0893
H -4.349 5.002 -3.605 0.0915
H -3.426 2.933 -4.587 0.0909
H -1.729 4.392 -0.271 0.0858
H -1.905 1.932 -5.542 0.0871
H -1.283 -0.230 -6.537 0.0822
H -0.532 -2.078 -5.033 0.0887
H -0.246 -1.657 -2.654 0.0262
O 3.549 -0.909 1.621 0.0280
C 2.522 -0.307 1.923 -0.6147
O 1.756 0.319 1.125 -0.1707
C 2.195 -0.227 3.419 -0.0226
C 3.255 -0.366 4.263 0.0575
C 3.115 -0.194 5.655 -0.1587
C 1.904 0.140 6.196 0.0538
C 0.793 0.245 5.373 -0.0600
C 0.854 -0.001 3.936 -0.2715
O -0.142 -0.074 3.190 -0.0158
N -0.437 0.580 6.042 -0.3489
O -0.418 0.798 7.252 0.0147
O -1.478 0.627 5.399 0.0292
N 4.251 -0.363 6.533 -0.3735
O 4.125 -0.082 7.720 0.0179
O 5.293 -0.788 6.058 0.0435
H 4.220 -0.592 3.832 0.1247
H 1.802 0.307 7.256 0.1198
F 1.269 2.530 -1.924 -0.5078
P 4.570 2.421 -1.005 0.3077
F 5.633 2.301 -2.185 -0.1103
F 3.258 2.324 -0.134 -0.1057
F 5.469 3.190 0.010 -0.0594
F 4.923 0.954 -0.597 -0.0512
F 3.957 3.655 -1.756 -0.0820
C 3.230 0.954 -3.264 -0.0919
C 3.978 -0.348 -3.478 -0.3601
C 3.388 -0.996 -4.743 -0.0593
C 3.988 -1.373 -2.358 -0.1483
C 5.170 -2.060 -2.178 -0.0804
C 5.269 -3.140 -1.305 -0.1027
C 4.114 -3.604 -0.683 -0.0729
C 2.892 -2.980 -0.846 -0.1378
C 1.684 -3.686 -0.251 -0.3667
C 0.984 -2.950 0.892 -0.0638
C 0.682 -4.070 -1.342 -0.0705
C 2.804 -1.718 -1.578 -0.3078
N 1.746 -0.947 -1.496 0.0441
H 3.505 1.709 -4.003 0.0978
H 3.430 1.421 -2.278 0.0032
H 2.155 0.825 -3.261 0.0539
H 5.027 -0.108 -3.678 0.1181
H 2.336 -1.238 -4.573 0.0711
H 3.923 -1.917 -4.985 0.0731
H 3.450 -0.317 -5.599 0.0718
H 6.051 -1.738 -2.727 0.1000
H 6.221 -3.630 -1.138 0.0815
H 4.171 -4.488 -0.054 0.0972
H 2.078 -4.621 0.164 0.1140
H 0.518 -2.038 0.520 0.0515
H 1.697 -2.674 1.667 0.0734
H 0.218 -3.596 1.341 0.0677
H 0.256 -3.171 -1.783 0.0380
H -0.131 -4.672 -0.923 0.0551
H 1.166 -4.649 -2.132 0.0768
C -3.810 0.884 3.468 -0.0271
N -2.696 0.479 2.596 -0.1801
C -2.771 -0.962 2.279 -0.0169
C -2.643 1.331 1.345 -0.0917
C -1.738 2.518 1.523 -0.2927
C -2.197 3.620 2.248 -0.0936
C -1.355 4.695 2.479 -0.1248
C -0.063 4.653 1.963 -0.1093
C 0.353 3.569 1.198 -0.1292
C -0.462 2.450 0.935 -0.1834
H -3.763 0.324 4.399 0.0869
H -4.746 0.685 2.946 0.0986
H -3.719 1.941 3.698 0.0825
H -1.760 0.574 3.101 0.1257
H -3.658 -1.159 1.679 0.0840
H -2.810 -1.522 3.213 0.1079
H -1.874 -1.241 1.735 0.0879
H -3.678 1.592 1.106 0.1296
H -2.254 0.710 0.538 0.0977
H -3.223 3.662 2.610 0.0904
H -1.700 5.555 3.042 0.0843
H 0.617 5.480 2.146 0.0898
H 1.354 3.612 0.777 0.0764
C -6.536 -3.243 0.140 -0.0568
C -5.131 -2.860 -0.238 -0.2964
C -4.854 -1.694 -0.936 -0.0375
C -3.534 -1.376 -1.244 -0.1332
N -2.503 -2.133 -0.888 0.1016
C -2.768 -3.260 -0.230 -0.1412
C -4.050 -3.664 0.112 -0.0428
H -7.254 -2.503 -0.212 0.0698
H -6.635 -3.323 1.225 0.0781
H -6.805 -4.212 -0.284 0.0775
H -5.656 -1.036 -1.249 0.1052
H -3.277 -0.474 -1.794 0.0969
H -1.907 -3.861 0.043 0.0846
H -4.203 -4.591 0.653 0.1082
```

Results
highest occupied orbital energy (alpha / beta)	-1.6206 / -1.5077	eV
<S²>	0.80
Kohn-Sham gap (alpha / beta)	5.073 / 4.960	eV
charge	-2
energy relative to the best compared isomer or geometry (same formula, charge and spin)	112.4	kcal per mole
multiplicity	2
LUMO energy (alpha / beta)	3.45 / 3.45	eV
F_max	0.026	hartree/bohr